The molecule C2HN3 in a non-equilibrium geometry, computed with ωB97M-V/def2-TZVPD.

The geometry in XYZ format:
```
6
C2HN3 ωB97M-V/def2-TZVPD
N 1.25 -1.54 0.43
N 1.47 -0.62 2.45
N 0.40 -2.99 -1.43
C 0.74 -2.31 -0.60
C 1.26 -1.23 1.54
H 1.10 0.10 2.59
```

## Properties
Energy relative to the best compared isomer or geometry (same formula, charge and spin)   2.233 eV
Highest occupied orbital energy   -0.398 hartree
SMILES string   N#CN=C=N
Orbital gap   0.414 Eh
LUMO   0.43 eV
F_max   16.38 eV/Å
E_tot   -240.94548 hartree